1.
ORCA calculation (ωB97M-V/def2-TZVPD) on a molecular structure, C5H11NO2.

Structure (XYZ):
```
19
Properties=species:S:1:pos:R:3:mulliken_charge:R:1
C 0.8993 -0.5884 0.2587 0.297
C 1.5971 0.1988 -0.8293 -1.328
C 1.5199 -0.4208 1.6316 -1.340
H 0.7444 -1.6419 0.0112 0.401
H -0.4877 -0.3624 -0.3414 -0.012
H 1.4771 1.2677 -0.6350 0.312
H 1.1986 -0.0207 -1.8228 0.395
H 2.6660 -0.0285 -0.8405 0.435
H 2.5605 -0.7603 1.6056 0.406
H 0.9962 -1.0033 2.3909 0.371
H 1.5125 0.6298 1.9274 0.311
C -1.9946 -0.3684 -0.7990 0.383
N -2.4071 0.7688 -1.3541 -0.329
C -0.7906 0.2824 0.6172 0.110
O -2.3573 -1.5069 -0.9356 -0.563
O -0.7156 1.5173 0.6456 -0.744
H -3.2100 0.7876 -1.9640 0.239
H -2.0266 1.6266 -0.9631 0.239
H -1.1820 -0.3773 1.3965 0.418
```

Summary:
Energy relative to the best compared isomer or geometry (same formula, charge and spin), eV: 4.1374
2S+1: 1
Total charge: 0
M, g/mol: 117.1
E, a.u.: -402.226094

2.
ORCA calculation (ωB97M-V/def2-TZVPD) on a single C5H11NO2 molecule at a distorted geometry.

Structure (XYZ):
```
19
Properties=species:S:1:pos:R:3:mulliken_charge:R:1
O -2.3248 1.3684 -2.6055 -0.560
C -1.5928 1.0422 -1.7237 0.562
O -0.4963 0.2726 -1.9696 -0.392
C -1.7048 1.2190 -0.2007 -0.687
C -1.1063 0.0729 0.6280 -0.756
C 0.4056 0.1210 0.7937 -0.528
C 2.4494 -1.2703 0.9029 -0.882
N 1.0079 -1.2394 0.7238 -0.345
H -0.3175 0.3633 -2.9077 0.314
H -2.7332 1.3830 0.1169 0.348
H -1.2040 2.1380 0.1514 0.307
H -1.6655 -0.0350 1.5506 0.470
H -1.3860 -0.8217 0.0556 0.332
H 0.9610 0.7498 0.1107 0.301
H 0.6075 0.3748 1.8430 0.361
H 2.7115 -2.2764 0.5627 0.345
H 3.0558 -0.7507 0.0978 0.285
H 2.7037 -0.8827 1.8698 0.262
H 0.6288 -1.8288 0.0002 0.261
```

Summary:
SMILES: CNCCCC(=O)O
Energy relative to the best compared isomer or geometry (same formula, charge and spin), eV: 1.3132
2S+1: 1
Total charge: 0
M, g/mol: 117.1
E, a.u.: -402.329885